1.
Density functional theory data (wB97M-V/def2-TZVPD) for a structure of composition C36H86CrF6N8O18S2.

Each line ends with the Löwdin charge.
Geometry (Å):
H: 2.53 -5.34 -10.18  0.12
H: 1.95 -6.85 -6.60  0.12
O: 1.12 2.32 -1.29  -0.34
H: -0.05 2.69 -5.24  0.10
C: 3.50 -1.01 5.84  -0.03
H: -1.94 -1.64 6.48  0.08
C: -1.80 -5.62 3.33  -0.21
C: 3.21 -5.88 -7.87  -0.19
H: -1.46 4.71 -8.03  0.12
H: -3.30 5.44 9.92  0.13
H: -3.08 -5.48 1.68  0.11
C: -1.83 7.62 1.03  -0.26
C: 1.78 -6.12 -7.39  -0.18
C: -1.96 -2.69 6.19  -0.10
N: -5.11 3.93 10.35  0.02
H: -1.88 -2.59 -5.94  0.09
C: 5.49 -5.84 4.47  -0.19
N: -1.81 -5.70 4.82  -0.05
C: 2.91 -3.24 -10.47  -0.23
Cr: -1.98 0.44 -2.95  1.33
O: -1.13 7.73 -1.17  -0.21
N: -0.74 2.11 -5.69  -0.05
O: 0.76 -2.70 -0.64  -0.33
C: -3.42 10.05 4.85  -0.12
H: 4.73 -3.78 6.51  0.11
H: 0.04 -0.83 -7.18  0.12
C: -0.44 -4.67 6.72  -0.19
H: 4.00 -3.23 -10.48  0.13
H: 3.93 -5.83 -7.05  0.11
N: -2.73 8.75 0.89  -0.03
F: 0.95 2.23 1.28  0.18
H: -6.59 5.18 8.66  0.07
H: -1.88 -2.82 5.11  0.07
H: -1.45 7.48 2.04  0.10
C: 5.12 -7.18 2.46  -0.11
C: -2.18 4.02 7.10  -0.06
H: 0.55 1.70 -7.27  0.12
O: 2.26 -2.20 -9.76  -0.21
C: -3.16 -5.89 2.69  -0.24
O: -0.72 -3.23 6.70  -0.22
N: 3.36 -4.53 -8.48  -0.06
H: 3.96 -4.34 4.31  0.10
H: -2.17 -6.60 5.14  0.11
H: -1.80 -8.22 2.02  0.08
H: -0.03 -8.25 -7.66  0.09
H: -1.58 3.18 7.45  0.08
H: -4.75 9.06 1.32  0.11
H: -2.89 -2.95 6.69  0.08
H: 2.41 -0.09 -9.49  0.07
H: -0.66 -6.68 -7.59  0.07
H: -2.82 -1.57 -6.85  0.10
H: 3.07 -1.29 6.80  0.09
H: -0.54 7.95 -3.03  0.08
F: 3.42 -1.16 -2.96  0.10
O: 3.17 1.03 -1.10  -0.29
H: -0.53 6.32 -2.42  0.08
H: 0.60 5.85 -8.68  0.09
O: -1.35 -0.59 -5.61  -0.26
H: -1.11 -5.14 7.44  0.11
H: -1.34 0.06 -7.65  0.12
H: -4.61 3.27 8.48  0.13
H: 5.35 -1.95 7.71  0.11
H: -5.40 5.50 7.41  0.07
C: -0.62 7.88 0.14  -0.23
C: -0.65 -0.08 -6.81  -0.16
O: 0.36 4.40 -7.09  -0.21
H: 3.95 -0.88 -9.48  0.08
C: -4.02 8.32 1.63  -0.14
H: -3.04 -1.61 -5.06  0.07
H: 5.33 -2.33 4.39  0.09
C: 1.44 1.07 1.00  -0.71
C: -0.47 -5.34 5.35  -0.21
S: 1.74 1.06 -0.88  0.55
C: -1.57 2.97 -6.62  -0.15
H: 0.53 -4.73 7.20  0.11
H: 0.06 7.05 0.33  0.12
H: -0.67 3.25 -8.62  0.11
C: -3.19 4.59 9.25  -0.23
N: 0.82 -0.11 -1.48  -0.34
H: -1.02 -6.25 2.92  0.11
H: -0.18 8.83 0.45  0.12
H: 1.87 5.63 -7.45  0.09
C: 5.73 -1.85 6.70  -0.22
C: -0.21 7.34 -2.19  -0.09
H: -3.86 -5.21 3.17  0.13
H: 2.41 -3.35 -11.43  0.12
C: -5.53 5.30 8.47  -0.05
O: -2.51 5.08 8.10  -0.18
F: 1.80 -2.58 -3.52  0.13
H: 6.15 -6.97 2.18  0.09
C: -0.13 -7.35 -8.27  -0.14
H: 4.87 -8.20 2.17  0.08
H: 3.59 -6.65 -8.53  0.12
H: -2.21 3.60 -6.00  0.11
O: 1.11 -6.80 -8.50  -0.23
H: 0.83 7.39 -1.88  0.09
O: -3.99 5.20 -2.53  0.05
H: -4.03 9.35 5.42  0.09
H: -3.10 -7.78 0.74  0.08
H: 3.31 -1.71 5.02  0.07
H: 6.57 -5.71 4.45  0.12
H: 1.21 -5.23 -7.14  0.12
H: -2.53 3.81 9.63  0.13
C: -3.84 8.38 3.18  -0.19
N: 5.64 -3.25 4.69  -0.08
C: -2.85 -8.10 1.75  -0.09
F: 3.30 -3.32 -2.23  0.16
C: 0.12 1.18 -6.41  -0.20
H: 1.70 4.45 -8.70  0.08
H: -0.08 -4.56 4.71  0.11
H: 6.71 -1.43 6.89  0.12
H: 3.20 -0.70 -10.99  0.08
O: 4.79 -6.95 3.84  -0.18
H: -2.33 9.55 1.35  0.09
O: -3.69 9.81 3.48  -0.22
C: 2.43 -4.40 -9.63  -0.22
O: 2.82 -1.41 -0.02  -0.31
H: 6.55 -3.76 6.37  0.12
H: -6.07 3.67 10.50  0.08
O: 4.98 -0.85 5.99  -0.22
H: 3.20 -3.79 -7.82  0.10
H: -1.70 4.47 6.23  0.08
O: -3.14 3.29 -1.94  -0.07
C: 2.97 -0.91 -9.94  -0.07
H: -2.22 6.68 0.64  0.13
H: 4.88 -4.20 3.01  0.12
H: -3.07 3.54 6.69  0.07
H: -4.78 8.09 3.66  0.11
H: 4.47 -6.56 1.85  0.08
C: 1.13 5.12 -8.06  -0.11
H: -4.33 7.33 1.30  0.11
O: -3.58 -7.22 2.61  -0.19
N: -4.06 4.12 -1.96  -0.66
H: -2.36 10.21 5.05  0.08
S: 1.67 -1.59 -0.94  0.72
C: 5.02 -4.43 4.07  -0.22
H: 0.24 -6.16 5.22  0.11
C: -0.86 3.85 -7.73  -0.16
H: -5.48 6.27 8.96  0.07
H: 5.21 -5.98 5.52  0.11
H: -3.01 7.77 3.54  0.11
H: -1.59 -4.60 3.00  0.11
H: 1.37 -4.27 -9.40  0.11
O: -5.07 3.86 -1.31  0.01
C: 2.64 -2.22 -2.57  -0.61
H: -4.85 4.77 10.85  0.07
C: 5.61 -3.26 6.14  -0.23
C: -4.59 4.19 9.07  -0.48
H: 3.08 -0.09 5.43  0.08
H: 0.95 0.80 -5.80  0.13
H: -0.70 -7.45 -9.19  0.09
F: 2.59 0.90 1.67  0.13
H: -3.71 11.08 5.03  0.08
C: -2.33 -1.60 -5.88  -0.09
H: -3.27 -9.10 1.62  0.08
F: 0.64 0.07 1.28  0.14
H: -2.35 2.36 -7.08  0.10

2S+1 = 5
Net charge = 0
Max |F| = 4.86 eV Å⁻¹
<S²> = 6.114
E_tot = -5654.73933 Eh



2.
Density functional theory data (wB97M-V/def2-TZVPD) for a structure of composition C36H90F3KN12O10P4.

Each line ends with the Löwdin charge.
Geometry (Å):
H: -1.23 7.00 4.52  0.08
H: 5.04 -3.22 2.86  0.13
H: -2.55 -5.69 1.26  0.08
C: 6.88 -1.95 -3.24  -0.15
H: -3.24 4.85 -6.10  0.07
H: 1.04 3.13 7.26  0.07
C: 0.81 -6.02 -2.82  -0.12
H: 0.18 -2.23 2.86  0.06
C: 4.71 -0.25 3.58  -0.48
O: 6.11 -2.40 -1.14  0.01
C: 1.03 1.14 0.46  -0.28
H: 6.36 -3.92 -3.64  0.11
H: -4.89 -1.12 3.40  0.08
H: -5.81 -4.51 3.37  0.09
H: -6.42 4.75 -4.03  0.07
N: 0.91 2.66 5.20  -0.29
H: 2.92 0.22 2.40  0.09
O: 0.86 1.34 -0.91  -0.11
H: -1.93 2.12 5.67  0.08
H: 0.10 6.51 3.45  0.07
H: 0.79 -5.53 -1.83  0.07
H: -4.53 5.83 -6.30  0.08
H: -3.61 4.29 -0.32  0.08
N: -0.19 5.14 5.00  -0.30
H: 3.58 -1.88 -5.35  0.09
H: -5.05 2.41 -4.46  0.07
H: -5.74 2.77 -2.86  0.07
C: -2.34 3.81 3.02  -0.07
H: -1.84 -1.82 1.23  0.05
H: -0.55 -5.97 -4.94  0.08
C: 1.51 1.44 4.64  -0.09
H: -4.84 4.01 -6.30  0.08
F: 4.12 1.33 -2.46  0.10
H: -1.97 4.06 -0.97  0.07
C: -3.83 -1.38 3.24  -0.12
H: -2.14 4.86 5.81  0.08
N: -1.44 -3.48 2.51  -0.29
H: 2.38 2.47 6.73  0.09
H: -1.02 0.42 0.24  0.07
H: -2.86 -1.21 5.72  0.07
H: 2.91 -2.00 1.50  0.10
C: 7.07 -3.45 -2.96  -0.07
N: -3.62 2.79 -2.96  -0.28
C: -1.55 -2.88 1.20  -0.13
H: -1.96 3.81 2.00  0.06
H: 1.65 1.67 -2.75  0.15
H: -2.68 5.59 -0.10  0.08
N: 3.05 -3.95 -5.36  -0.31
H: -5.91 6.36 -4.53  0.08
H: -2.02 7.02 -2.32  0.09
F: 3.03 -0.18 -1.35  0.09
H: -5.02 1.24 -3.13  0.08
O: 0.90 3.86 2.89  -0.37
N: 1.10 -5.18 -3.97  -0.30
H: 8.09 -3.80 -3.14  0.13
C: -4.30 4.86 -5.86  -0.12
H: 0.36 -4.02 3.45  0.08
C: -2.65 1.90 -2.34  -0.12
C: 0.36 -5.44 -5.20  -0.11
O: 5.01 -1.52 3.95  0.03
P: -2.82 -3.91 3.45  0.55
O: 3.20 -4.16 -2.68  -0.27
H: -3.50 7.29 -1.53  0.08
H: 1.23 1.37 3.58  0.06
H: 7.81 -1.41 -3.01  0.12
H: -2.62 -2.87 6.01  0.07
K: 2.55 4.84 0.83  0.85
H: -0.30 -0.24 1.61  0.04
H: -0.44 -2.86 4.35  0.07
H: 2.08 4.17 6.10  0.08
H: 3.41 -5.10 -7.04  0.09
O: 5.04 0.67 4.28  0.10
N: -3.35 -2.43 4.10  -0.30
C: 5.74 -1.61 -2.26  -0.15
H: -2.57 1.93 -1.25  0.06
H: -5.62 -3.12 2.26  0.06
C: 1.92 1.93 -1.71  -0.51
H: -3.60 7.03 -3.27  0.07
P: 0.13 3.71 4.15  0.54
H: 0.78 -2.66 -5.69  0.06
C: 3.91 -0.22 2.32  -0.08
H: -4.11 -6.36 1.65  0.09
O: 2.01 3.23 -1.56  -0.23
C: 1.66 3.20 6.35  -0.10
H: -5.62 5.61 -2.84  0.08
H: 1.74 0.32 0.66  0.09
H: 1.56 -6.81 -2.72  0.08
C: 6.87 -3.47 -1.49  -0.49
C: -0.32 0.69 1.04  -0.04
H: -0.34 -1.84 -4.87  0.08
C: 3.48 -5.20 -5.95  -0.11
H: -2.42 4.84 3.38  0.07
C: -2.77 4.79 -0.83  -0.11
H: -1.19 5.87 6.74  0.09
C: -5.63 5.50 -3.92  -0.12
C: -3.60 -5.44 1.36  -0.13
H: 4.34 0.37 1.51  0.11
N: -3.94 -4.39 2.30  -0.32
H: -5.92 -4.69 1.62  0.08
H: 4.94 -3.08 -5.07  0.06
C: -0.26 -3.13 3.30  -0.11
H: 1.45 2.01 0.97  0.09
C: 3.91 -1.70 1.82  -0.11
C: -1.10 4.95 6.15  -0.11
H: 1.11 -0.93 -5.06  0.08
N: 1.35 -2.61 -3.74  -0.29
H: 2.58 1.44 4.77  0.08
H: 4.55 -1.64 0.94  0.10
H: -4.36 -2.24 5.89  0.08
H: -0.07 -2.24 -2.20  0.08
H: -2.32 -3.39 0.62  0.06
H: -3.28 -0.44 3.39  0.06
H: 4.33 -2.84 -6.61  0.09
O: -2.51 -4.92 4.47  -0.28
H: -0.64 -2.80 0.61  0.08
H: -1.11 1.05 4.46  0.06
H: 1.10 -0.94 -2.47  0.06
H: -0.67 4.16 6.75  0.06
C: 3.24 1.17 -1.42  -0.50
H: -2.71 1.50 4.09  0.06
H: 1.61 -2.52 -1.71  0.07
C: 0.97 -2.02 -2.45  -0.09
H: 4.48 -5.49 -5.60  0.09
H: -2.84 0.85 -2.57  0.08
P: 2.33 -4.00 -3.84  0.56
F: 3.93 1.53 -0.32  0.11
H: -3.26 3.22 3.01  0.08
C: 4.32 -2.45 3.11  -0.13
H: 3.44 -2.85 3.62  0.12
N: -3.21 5.30 -2.12  -0.32
O: 7.25 -4.24 -0.66  0.13
P: -3.09 4.31 -3.50  0.56
H: 2.82 -6.01 -5.65  0.06
O: -1.82 4.33 -4.23  -0.27
H: 0.55 7.03 5.02  0.08
C: 0.76 -1.95 -4.85  -0.16
C: -1.82 1.87 4.61  -0.10
C: -0.25 6.52 4.48  -0.10
H: -0.84 1.57 1.43  0.06
N: -4.40 4.90 -4.41  -0.33
H: -0.24 -6.33 -2.84  0.08
C: 3.98 -2.87 -5.57  -0.11
H: -3.85 -5.07 0.36  0.08
C: -4.91 2.29 -3.39  -0.11
H: -1.61 2.10 -2.64  0.08
C: -3.33 -2.18 5.54  -0.10
C: -5.39 -4.18 2.42  -0.09
H: 5.79 -0.58 -1.94  0.12
H: 6.71 -1.68 -4.28  0.10
H: 0.91 -6.06 -5.91  0.06
N: -1.38 3.03 3.83  -0.30
C: -3.08 6.72 -2.37  -0.13
H: -0.07 -4.53 -5.63  0.07
H: 4.80 -1.96 -2.69  0.11
H: -3.70 -1.75 2.23  0.06
H: 1.01 0.57 5.09  0.08

Net charge = 0
Max |F| = 3.11 eV Å⁻¹
E_tot = -5100.22300 Eh



3.
Density functional theory data (wB97M-V/def2-TZVPD) for a cluster of 9 separate species, C36H90N4O14 in total.

Each line ends with the Löwdin charge.
Geometry (Å):
C: 9.24 15.46 9.72  -0.10
C: 15.32 13.94 11.06  -0.18
C: 8.73 12.13 12.51  -0.04
O: 14.00 19.73 12.33  -0.08
O: 20.02 7.25 13.25  0.00
H: 15.87 15.72 5.50  0.12
H: 11.76 7.73 14.47  0.07
C: 10.98 14.09 8.53  -0.01
C: 17.13 15.40 7.16  -0.26
H: 9.08 16.48 11.70  0.09
H: 17.43 16.48 11.89  0.07
C: 19.92 8.79 10.83  -0.06
H: 17.66 8.45 12.95  0.09
O: 14.80 15.38 7.19  -0.09
H: 19.61 11.55 11.56  0.12
H: 10.23 13.53 7.97  0.08
H: 7.54 16.23 10.80  0.09
H: 14.61 11.35 9.82  0.01
H: 13.08 17.52 15.82  0.13
O: 14.87 10.98 8.98  -0.10
H: 8.63 14.87 9.04  0.10
H: 14.36 10.27 6.58  0.12
C: 13.72 17.46 14.94  -0.18
H: 19.52 7.78 10.74  0.08
H: 13.75 15.41 14.27  0.09
C: 11.52 15.32 10.64  -0.03
H: 11.22 8.70 11.99  0.09
H: 16.23 16.42 10.61  0.08
C: 8.22 14.43 11.92  -0.13
H: 11.10 14.94 7.85  0.09
H: 14.99 18.84 15.71  0.09
H: 12.80 13.65 14.91  0.05
H: 12.14 12.59 16.09  0.09
H: 8.43 11.45 11.71  0.09
H: 11.91 13.54 8.59  0.06
C: 20.17 11.46 13.57  -0.19
C: 13.35 18.94 10.19  -0.27
C: 18.04 9.22 12.29  -0.03
H: 11.29 15.82 11.57  0.07
C: 17.89 18.60 14.52  -0.24
H: 12.95 10.28 8.57  0.12
H: 7.41 13.97 11.34  0.11
H: 15.39 18.82 11.12  0.12
O: 12.66 11.68 14.31  -0.23
O: 10.83 12.18 10.50  -0.03
H: 13.57 9.51 13.02  0.12
H: 9.41 16.41 9.21  0.11
C: 13.85 11.21 6.78  -0.21
H: 15.16 14.49 7.16  0.02
O: 14.58 12.42 6.45  -0.07
H: 12.90 11.79 11.99  0.04
H: 9.41 11.56 13.14  0.05
H: 17.65 10.17 12.66  0.05
H: 10.53 9.40 13.33  0.08
O: 17.81 16.47 15.54  -0.04
O: 19.09 18.33 13.78  -0.05
H: 16.16 11.46 11.72  0.06
H: 14.06 17.74 11.75  0.10
C: 20.28 9.18 14.66  -0.44
N: 13.49 12.20 11.29  0.07
H: 17.44 15.85 8.10  0.11
C: 15.90 16.03 6.54  -0.21
H: 15.12 16.20 13.91  0.11
H: 17.70 13.66 6.57  0.11
C: 11.40 9.53 12.68  -0.05
C: 15.55 11.85 12.53  -0.03
C: 20.13 10.80 12.17  -0.12
H: 16.34 12.29 13.13  0.07
H: 14.44 19.52 13.16  0.03
H: 22.23 8.14 15.06  0.07
H: 12.35 14.63 10.79  0.06
H: 19.45 9.29 9.99  0.09
H: 11.81 10.13 15.43  0.13
H: 10.23 11.64 9.98  0.12
H: 7.75 14.66 12.88  0.11
N: 12.66 8.00 14.10  0.04
H: 21.01 11.25 15.49  0.12
O: 16.11 14.75 11.90  -0.20
H: 18.56 8.08 15.72  0.08
H: 15.97 13.39 10.38  0.13
H: 12.86 11.26 6.32  0.12
C: 8.48 15.78 11.12  -0.13
H: 18.74 18.12 16.36  0.14
C: 10.35 13.92 13.14  -0.03
N: 20.26 8.64 13.27  -0.10
H: 20.66 12.43 13.46  0.10
H: 12.91 17.54 14.21  0.12
C: 21.34 8.47 15.60  -0.06
H: 11.97 16.09 10.01  0.08
H: 13.27 12.03 8.69  0.08
H: 21.63 9.03 16.49  0.08
H: 15.08 10.96 12.97  0.06
O: 16.99 14.02 7.09  -0.06
C: 12.62 9.36 13.54  -0.43
H: 13.32 8.04 14.86  0.06
H: 13.94 12.62 15.67  0.10
C: 19.55 9.35 12.21  -0.50
O: 14.67 18.57 14.84  -0.09
C: 17.86 17.82 15.78  -0.27
H: 17.93 19.67 14.73  0.13
H: 19.04 9.62 16.45  0.08
H: 19.22 11.77 14.03  0.10
H: 11.41 10.48 12.16  0.05
H: 21.07 7.49 16.00  0.07
H: 13.78 20.80 10.37  0.08
H: 16.97 18.02 16.37  0.12
N: 10.04 13.31 10.63  -0.10
H: 21.16 10.86 11.81  0.12
H: 14.62 14.59 10.53  0.12
H: 13.43 18.10 9.51  0.11
H: 20.86 6.93 12.92  0.11
H: 15.45 12.39 6.85  0.05
H: 17.58 8.97 11.34  0.09
C: 16.87 15.81 11.24  -0.06
H: 15.74 17.10 6.68  0.12
H: 19.32 17.43 14.01  0.06
H: 16.97 18.57 13.93  0.10
H: 13.58 10.17 15.25  0.12
H: 18.72 16.17 15.46  0.11
C: 14.33 18.72 11.35  -0.22
H: 20.96 8.75 10.52  0.08
H: 17.93 15.60 6.44  0.12
C: 9.43 13.43 12.03  -0.43
O: 13.59 20.20 9.65  -0.03
H: 12.80 12.81 10.88  0.03
H: 11.38 13.60 12.98  0.07
C: 12.91 12.65 15.33  -0.08
H: 10.31 15.00 13.22  0.07
C: 14.56 12.94 11.95  -0.36
C: 14.40 16.16 14.72  -0.26
C: 12.63 10.32 14.73  -0.20
C: 20.91 10.60 14.61  -0.15
O: 15.08 15.63 15.84  -0.05
H: 12.38 18.76 10.66  0.11
C: 10.46 14.49 9.95  -0.52
H: 9.90 13.52 14.05  0.09
C: 18.98 9.07 15.51  -0.03
H: 16.02 15.76 15.70  0.04
H: 17.76 15.33 10.84  0.08
H: 21.91 10.43 14.21  0.11
H: 14.15 13.47 12.81  0.11
H: 7.93 12.32 13.23  0.09
C: 13.61 11.09 8.27  -0.24
H: 18.16 9.48 14.93  0.05

Net charge = 0
Max |F| = 3.93 eV Å⁻¹
E_tot = -2697.68574 Eh